Record 1
This record from OMol25 describes a molecular structure, C18H39MnN2O3Si2 at a distorted geometry. The level of theory is ωB97M-V/def2-TZVPD.

The multiplicity is 6. Its maximum force is 0.0480 Eh/bohr. Its net charge is +1. As for the HOMO energy (spin up / spin down): -0.3375 / -0.3320 hartree. As for the energy above the lowest of the compared OMol25 structures with the same formula, charge and spin: 33.8 kJ/mol. As for the electronic energy: -75490.3464 eV.

Last column: Mulliken charge in e.
CARTESIAN COORDINATES (ANGSTROEM)
Mn (0.72, -11.63, -11.48)  0.663
Si (-1.55, -9.56, -9.03)  0.136
Si (-3.09, -9.70, -11.77)  0.038
O (3.15, -13.41, -12.29)  -0.093
O (2.29, -15.52, -10.58)  -0.157
O (2.82, -10.86, -10.99)  -0.235
N (-0.79, -12.61, -10.54)  0.165
N (0.69, -12.28, -13.55)  -0.553
C (-3.75, -10.86, -13.12)  -1.015
C (-0.83, -10.80, -7.77)  -0.979
C (3.03, -9.69, -10.11)  -0.625
C (-3.20, -12.86, -10.45)  -0.640
C (-1.92, -8.41, -12.44)  -0.966
C (4.07, -11.33, -11.53)  -0.751
C (3.45, -14.79, -12.59)  -0.709
C (-0.02, -8.57, -9.61)  -1.350
C (-1.73, -14.78, -10.52)  -0.722
C (-0.65, -13.94, -10.64)  0.089
C (-2.05, -12.01, -10.44)  0.547
C (-2.65, -8.32, -8.11)  -1.131
C (3.55, -15.65, -11.34)  -0.549
C (-2.18, -10.59, -10.42)  -0.086
C (-3.03, -14.23, -10.51)  -0.627
C (2.25, -16.38, -9.42)  -0.892
C (4.12, -12.83, -11.37)  -0.485
C (-4.48, -8.52, -11.17)  -1.217
H (-2.80, -7.42, -8.74)  0.289
H (3.19, -8.75, -10.62)  0.358
H (-2.50, -7.71, -13.07)  0.369
H (4.41, -15.45, -10.70)  0.394
H (-3.58, -8.72, -7.82)  0.400
H (3.83, -13.10, -10.33)  0.200
H (-2.17, -8.00, -7.16)  0.330
H (-4.12, -12.32, -10.65)  0.548
H (-5.00, -8.08, -11.97)  0.418
H (4.37, -14.81, -13.26)  0.311
H (2.66, -15.15, -13.26)  0.369
H (-1.21, -8.91, -13.10)  0.162
H (-5.17, -9.03, -10.50)  0.340
H (0.30, -8.96, -10.59)  0.127
H (0.33, -14.39, -10.74)  0.522
H (1.67, -12.25, -13.68)  0.343
H (3.04, -16.17, -8.73)  0.349
H (0.38, -13.24, -13.71)  0.242
H (-1.57, -15.87, -10.62)  0.445
H (2.11, -9.64, -9.44)  -0.247
H (3.64, -16.72, -11.68)  0.419
H (-0.18, -7.50, -9.79)  0.423
H (4.88, -10.88, -10.93)  0.443
H (-0.72, -10.34, -6.80)  0.436
H (1.31, -16.17, -8.89)  0.261
H (-1.35, -7.82, -11.68)  0.241
H (0.22, -11.67, -14.29)  0.250
H (2.24, -17.45, -9.66)  0.326
H (-1.53, -11.65, -7.73)  0.285
H (-4.06, -7.68, -10.58)  0.279
H (-3.15, -11.79, -13.15)  0.269
H (4.21, -10.98, -12.58)  0.271
H (-3.87, -14.88, -10.54)  0.491
H (3.92, -9.80, -9.47)  0.489
H (0.79, -8.70, -8.92)  0.643
H (-4.84, -11.12, -12.93)  0.269
H (-3.68, -10.26, -14.06)  0.419
H (5.12, -13.22, -11.58)  0.550
H (0.19, -11.15, -8.06)  0.108

Record 2
This record from OMol25 describes 9 unconnected molecules or ions with the total composition C36H48O18 at a distorted geometry. The level of theory is ωB97M-V/def2-TZVPD.

Its maximum force is 0.1790 Eh/bohr. As for the HOMO energy: -0.3189 hartree. As for the energy above the lowest of the compared OMol25 structures with the same formula, charge and spin: 127.1 kJ/mol. As for the electronic energy: -74947.4307 eV. Its SMILES is O=C1C=C(O)C(=O)C=C1O.O=C1C=C(O)C(=O)C=C1O.O=C1C=C(O)C(=O)C=C1O.CC(C)=O.CC(C)=O.CC(C)=O.CC(C)=O.CC(C)=O.CC(C)=O.

Last column: Mulliken charge in e.
CARTESIAN COORDINATES (ANGSTROEM)
O (3.13, 20.85, 31.31)  -0.627
O (5.65, 25.70, 30.80)  -0.458
O (5.29, 28.20, 28.76)  -0.446
O (3.00, 31.18, 25.79)  -0.642
O (6.92, 24.53, 20.14)  -0.568
O (1.65, 25.00, 19.48)  -0.626
O (10.58, 26.53, 29.60)  -0.549
O (1.33, 22.64, 24.04)  -0.585
O (7.76, 28.48, 22.62)  -0.320
O (3.44, 21.91, 28.84)  -0.515
O (5.62, 23.44, 22.46)  -0.525
O (7.01, 29.60, 30.50)  -0.607
O (5.61, 24.40, 33.33)  -0.423
O (9.08, 25.44, 27.51)  -0.723
O (6.81, 27.36, 24.78)  -0.636
O (3.62, 26.74, 26.43)  -0.343
O (1.12, 24.49, 30.56)  -0.520
O (4.06, 30.78, 21.38)  -0.659
C (3.90, 25.81, 19.04)  -1.081
C (2.83, 25.44, 21.45)  0.244
C (3.70, 21.89, 31.21)  1.101
C (2.80, 25.56, 24.62)  0.142
C (2.81, 21.02, 22.99)  -1.301
C (1.81, 25.42, 26.94)  -1.017
C (3.12, 30.25, 22.06)  0.691
C (2.34, 21.89, 24.18)  1.013
C (5.21, 30.05, 25.79)  -0.308
C (2.39, 26.36, 31.28)  -0.654
C (4.58, 23.82, 29.82)  -1.140
C (8.70, 28.20, 30.07)  -0.631
C (4.10, 22.66, 32.35)  -0.964
C (6.62, 27.94, 28.71)  0.403
C (5.03, 23.90, 32.22)  0.446
C (6.21, 24.62, 22.39)  -0.092
C (6.24, 25.40, 23.79)  -0.485
C (4.58, 32.22, 24.44)  -1.485
C (7.44, 28.71, 29.74)  0.533
C (1.46, 25.18, 31.51)  0.867
C (2.81, 25.99, 26.06)  0.227
C (9.31, 27.00, 29.24)  0.202
C (4.21, 31.16, 25.39)  0.903
C (7.30, 27.31, 22.54)  0.642
C (3.92, 22.51, 29.89)  0.072
C (8.55, 26.35, 28.22)  0.750
C (6.87, 25.16, 21.13)  0.174
C (7.40, 26.48, 21.20)  -0.472
C (0.96, 24.77, 33.01)  -1.214
C (7.23, 26.86, 27.96)  -0.997
C (3.29, 29.00, 22.72)  -1.292
C (2.96, 21.77, 25.57)  -0.977
C (2.77, 25.31, 19.97)  0.227
C (6.79, 26.72, 23.74)  0.687
C (5.17, 24.63, 30.96)  0.315
C (1.78, 30.92, 22.32)  -1.169
H (3.66, 32.92, 24.28)  0.200
H (4.73, 29.17, 25.77)  -0.339
H (3.16, 20.68, 25.73)  0.342
H (4.04, 22.20, 33.28)  0.491
H (0.91, 25.81, 26.83)  0.585
H (3.99, 25.18, 18.22)  0.361
H (2.26, 21.60, 22.08)  0.256
H (4.93, 27.45, 28.36)  0.035
H (3.45, 26.88, 18.89)  0.236
H (3.04, 29.07, 23.78)  0.207
H (1.69, 25.68, 21.86)  0.247
H (2.91, 26.24, 30.43)  -0.141
H (3.25, 26.56, 31.90)  0.392
H (3.31, 26.23, 24.11)  -0.055
H (5.66, 30.32, 26.92)  0.181
H (2.92, 24.61, 21.86)  0.255
H (0.94, 30.28, 21.79)  0.340
H (0.15, 25.52, 33.35)  0.370
H (4.25, 28.54, 22.87)  0.315
H (2.54, 22.34, 26.23)  0.276
H (5.21, 31.89, 23.65)  0.376
H (1.76, 25.10, 33.74)  0.268
H (8.24, 28.52, 21.79)  0.325
H (1.57, 24.35, 26.69)  0.237
H (2.95, 28.16, 22.38)  0.911
H (3.21, 24.50, 24.37)  -0.391
H (5.64, 23.88, 34.12)  0.329
H (1.76, 25.57, 24.32)  0.611
H (4.83, 25.97, 19.33)  0.358
H (1.61, 32.04, 21.86)  0.268
H (2.35, 20.07, 23.28)  0.444
H (5.66, 23.15, 21.41)  0.442
H (5.76, 24.83, 24.60)  0.574
H (4.78, 24.32, 28.94)  1.013
H (3.29, 20.89, 29.23)  0.416
H (7.68, 27.02, 20.24)  0.200
H (2.14, 25.42, 28.06)  -0.053
H (3.72, 26.11, 21.63)  -0.220
H (5.99, 30.17, 25.21)  0.571
H (6.65, 26.44, 27.23)  1.172
H (10.65, 25.75, 28.99)  0.367
H (1.92, 27.45, 31.00)  0.326
H (5.30, 32.77, 24.99)  0.569
H (3.84, 20.82, 22.98)  0.344
H (0.51, 23.79, 33.10)  0.328
H (9.44, 28.62, 30.78)  0.422
H (1.63, 31.01, 23.35)  0.367
H (3.96, 22.27, 25.58)  0.284

Record 3
This record from OMol25 describes 8 unconnected molecules or ions with the total composition C38H83BO36P5S2 at a distorted geometry. The level of theory is ωB97M-V/def2-TZVPD.

Its maximum force is 0.0874 Eh/bohr. Its net charge is -1. As for the HOMO energy: -0.2623 hartree. As for the energy above the lowest of the compared OMol25 structures with the same formula, charge and spin: 35.1 kJ/mol. As for the electronic energy: -183266.9611 eV.

Last column: Mulliken charge in e.
CARTESIAN COORDINATES (ANGSTROEM)
S (-5.71, 9.65, -4.02)  1.108
S (-8.04, 5.75, 6.21)  1.085
P (6.23, 2.46, -0.75)  0.699
P (-8.84, -4.99, 2.74)  0.929
P (1.45, 6.79, -7.58)  0.779
P (6.84, -8.26, 0.25)  0.691
P (3.35, -2.65, 6.39)  0.684
O (4.61, 2.58, -0.74)  -0.231
O (1.06, -1.97, -0.54)  -0.647
O (-2.72, -0.38, -2.66)  -0.417
O (7.24, -6.82, 0.53)  -0.704
O (6.73, 3.94, -0.22)  -0.316
O (6.71, 2.62, -2.25)  -0.181
O (-4.47, 1.01, -3.30)  -0.626
O (6.41, -8.72, -1.21)  -0.151
O (-0.74, -0.75, -1.27)  -0.494
O (-4.62, 1.32, -0.37)  -0.604
O (-6.81, 8.99, -3.01)  -0.336
O (-7.91, 4.68, 7.24)  -0.513
O (5.55, -8.69, 1.12)  -0.351
O (-5.51, 8.63, -5.07)  -0.523
O (-6.93, 6.92, 6.67)  -0.336
O (-8.13, -6.46, 2.57)  -0.351
O (-6.05, 11.00, -4.36)  -0.501
O (-9.29, -4.57, 1.22)  -0.305
O (4.44, -2.56, 5.36)  -0.720
O (2.87, -4.19, 6.77)  -0.313
O (-9.40, 6.23, 5.86)  -0.507
O (-4.54, 9.52, -2.91)  -0.318
O (-2.90, -0.15, -0.33)  -0.456
O (3.67, -1.97, 7.83)  -0.306
O (6.80, 1.31, 0.03)  -0.745
O (7.98, -9.34, 0.79)  -0.305
O (2.58, 6.27, -6.82)  -0.720
O (1.55, 6.52, -9.20)  -0.300
O (-2.35, -2.38, -1.10)  -0.488
O (-7.48, -4.11, 3.07)  -0.153
O (1.94, -1.93, 5.89)  -0.146
O (-0.94, -4.08, -0.41)  -0.649
O (1.21, 8.39, -7.30)  -0.248
O (-7.15, 5.45, 4.85)  -0.297
O (-9.88, -4.90, 3.78)  -0.770
O (0.07, 5.99, -7.17)  -0.217
C (-9.79, -3.28, 1.12)  -0.181
C (-6.23, 8.16, -2.05)  -0.310
C (5.63, -7.95, -2.08)  -0.284
C (0.61, 7.16, -10.01)  0.032
C (-5.80, 5.65, 5.10)  -0.370
C (-0.12, -1.82, -0.83)  0.667
C (1.77, -4.80, 6.18)  -0.224
C (4.88, -9.94, 0.85)  -0.163
C (7.55, 5.90, -1.05)  -1.120
C (-0.06, 4.60, -7.26)  -0.291
C (2.79, 4.06, -0.70)  -1.529
C (2.75, -2.19, 8.84)  0.263
C (6.05, 1.83, -3.20)  -0.123
C (-3.82, 0.63, -0.92)  0.546
C (1.91, -0.60, 5.57)  -0.237
C (-1.22, -2.91, -0.72)  0.567
C (4.71, -8.83, -2.88)  -1.135
C (-5.70, 6.97, 5.94)  -0.199
C (0.42, -0.11, 5.60)  -1.190
C (3.19, -1.33, 9.99)  -1.454
C (-7.19, -3.59, 4.33)  -0.154
C (-5.88, -6.99, 2.07)  -1.009
C (-3.78, 0.42, -2.46)  0.641
C (6.86, 2.10, -4.54)  -1.278
C (-7.27, -6.87, 1.50)  -0.144
C (3.92, 3.57, -1.44)  0.308
C (-1.26, 4.35, -8.19)  -0.994
C (-4.91, 8.90, -1.67)  -0.287
C (0.45, 8.79, -6.16)  -0.111
C (-11.31, -3.25, 1.41)  -1.074
C (7.92, 4.52, -0.54)  -0.105
C (8.15, -10.58, 0.16)  -0.193
C (0.71, 6.61, -11.45)  -1.472
C (0.04, 10.29, -6.35)  -1.207
C (-7.39, -2.10, 4.36)  -1.274
C (5.31, -10.97, 1.92)  -1.088
C (9.37, -10.68, -0.81)  -1.202
C (0.55, -4.75, 7.06)  -0.973
B (-2.22, -0.92, -1.35)  0.959
H (8.35, 6.62, -0.86)  0.401
H (4.97, -10.29, -0.18)  0.182
H (-7.32, -6.18, 0.65)  0.236
H (-6.78, -1.53, 3.66)  0.328
H (2.05, -5.78, 5.81)  0.408
H (2.22, 3.22, -0.31)  0.327
H (5.36, -12.01, 1.62)  0.338
H (0.35, -3.70, 7.31)  0.199
H (7.26, -11.04, -0.27)  0.263
H (-11.51, -3.58, 2.42)  0.278
H (3.83, -9.66, 0.92)  0.425
H (4.78, -10.83, 2.86)  0.313
H (-7.75, -3.92, 5.21)  0.312
H (0.13, -0.04, 6.65)  0.305
H (-6.82, 7.98, -1.15)  0.310
H (6.24, -7.28, -2.68)  0.356
H (-2.13, 4.96, -7.95)  0.270
H (2.47, -1.49, 10.79)  0.397
H (4.97, 1.94, -3.34)  0.254
H (-5.00, -7.19, 1.46)  0.389
H (8.69, 4.73, 0.20)  0.352
H (-1.61, 3.33, -8.11)  0.403
H (-0.41, 10.75, -5.47)  0.380
H (-11.91, -3.87, 0.75)  0.297
H (4.15, -8.44, -3.73)  0.403
H (3.15, 4.59, 0.18)  0.346
H (5.08, -7.20, -1.52)  0.332
H (7.29, 5.85, -2.11)  0.255
H (6.61, 1.39, -5.33)  0.369
H (-6.01, -7.75, 2.85)  0.247
H (-7.17, -1.71, 5.35)  0.405
H (-4.83, 6.95, 6.59)  0.258
H (-5.64, 7.86, 5.31)  0.277
H (-0.87, 4.49, -9.20)  0.192
H (-7.56, -7.84, 1.09)  0.330
H (2.12, 4.65, -1.33)  0.382
H (0.57, -5.34, 7.97)  0.285
H (-6.03, 7.18, -2.48)  0.310
H (6.67, 6.32, -0.57)  0.259
H (1.57, -4.40, 5.18)  0.272
H (4.21, -1.58, 10.28)  0.338
H (2.25, -0.39, 4.55)  0.322
H (9.39, -11.68, -1.22)  0.350
H (-5.31, 5.61, 4.13)  0.317
H (-0.43, 7.04, -9.73)  0.281
H (4.57, 4.40, -1.74)  0.279
H (-9.21, -2.64, 1.78)  0.220
H (-0.31, 4.27, -6.25)  0.328
H (-11.72, -2.25, 1.22)  0.369
H (7.94, 2.25, -4.42)  0.342
H (1.74, -1.89, 8.54)  0.189
H (6.64, 3.11, -4.89)  0.322
H (-0.81, 10.27, -7.04)  0.308
H (5.23, -9.62, -3.41)  0.280
H (3.94, -9.15, -2.19)  0.260
H (0.97, 8.79, -5.20)  0.272
H (-5.51, -6.04, 2.45)  0.202
H (8.47, 3.88, -1.24)  0.261
H (-8.42, -1.75, 4.23)  0.311
H (6.36, -10.76, 2.11)  0.273
H (-0.07, 6.94, -12.13)  0.418
H (6.21, 0.78, -2.95)  0.304
H (-4.13, 8.19, -1.41)  0.258
H (-0.40, -5.00, 6.60)  0.372
H (0.82, 4.05, -7.60)  0.283
H (-5.45, 4.82, 5.71)  0.286
H (2.75, -3.21, 9.23)  0.223
H (1.60, 6.96, -11.98)  0.360
H (2.51, 0.02, 6.24)  0.288
H (0.69, 5.55, -11.69)  0.360
H (-4.88, 9.55, -0.79)  0.289
H (-0.24, -0.88, 5.20)  0.298
H (8.21, -11.34, 0.94)  0.493
H (3.48, 3.16, -2.35)  0.171
H (-0.44, 8.16, -6.05)  0.307
H (-6.13, -3.78, 4.48)  0.258
H (0.92, 10.87, -6.62)  0.305
H (0.32, 0.88, 5.16)  0.379
H (3.25, -0.27, 9.73)  0.344
H (9.30, -9.90, -1.57)  0.294
H (0.80, 8.23, -10.08)  0.283
H (-9.47, -3.05, 0.10)  0.304
H (10.31, -10.52, -0.27)  0.325